[1]
{"formula": "C21H29ClN2O2", "method": "ωB97M-V/def2-TZVPD", "homo_ev": -9.00, "homo_lumo_gap_ev": 9.36, "smiles": "O=C(NCCc1ccccc1Cl)[C@H]1CCC(=O)N(C2CCCCCC2)C1", "lumo_energy_ev": 0.3618, "molar_mass_da": 376.93, "species": ["O", "C", "N", "C", "C", "C", "C", "C", "C", "C", "C", "Cl", "C", "C", "C", "C", "O", "N", "C", "C", "C", "C", "C", "C", "C", "C", "H", "H", "H", "H", "H", "H", "H", "H", "H", "H", "H", "H", "H", "H", "H", "H", "H", "H", "H", "H", "H", "H", "H", "H", "H", "H", "H", "H", "H"], "xyz": [[0.72816, 2.89519, -0.21838], [0.27628, 1.96982, 0.42015], [1.04481, 0.98164, 0.92968], [2.46556, 0.89918, 0.68843], [2.79808, -0.15370, -0.38188], [4.27857, -0.21422, -0.60881], [4.86790, 0.51025, -1.63772], [6.23533, 0.48567, -1.84324], [7.04550, -0.27025, -1.01359], [6.48492, -0.99614, 0.02205], [5.11474, -0.95891, 0.21777], [4.44747, -1.87586, 1.53042], [-1.21563, 1.79645, 0.69640], [-1.92666, 3.15120, 0.81529], [-3.23558, 3.18934, 0.01729], [-3.99685, 1.88232, 0.08953], [-5.17488, 1.80210, 0.37754], [-3.23642, 0.80725, -0.23175], [-3.81314, -0.52830, -0.20669], [-3.58913, -1.24123, -1.54532], [-4.75208, -2.14350, -1.96472], [-5.37100, -2.97542, -0.83686], [-4.37295, -3.51988, 0.18755], [-4.11128, -2.54749, 1.33808], [-3.25716, -1.33614, 0.97234], [-1.82777, 0.99975, -0.46963], [0.61352, 0.21068, 1.41410], [2.78720, 1.88539, 0.34693], [2.97779, 0.65541, 1.62265], [2.29084, 0.11824, -1.30867], [2.43108, -1.12816, -0.05224], [4.23622, 1.10084, -2.28441], [6.66847, 1.05577, -2.65077], [8.11315, -0.29678, -1.16796], [7.10445, -1.58767, 0.67825], [-1.35256, 1.21382, 1.61235], [-1.25888, 3.92923, 0.43904], [-2.13419, 3.36281, 1.86469], [-3.01992, 3.38532, -1.03582], [-3.88240, 3.98662, 0.38218], [-4.88239, -0.35454, -0.05128], [-2.67162, -1.83176, -1.49268], [-3.44579, -0.49071, -2.32593], [-5.54089, -1.52858, -2.40233], [-4.38893, -2.81209, -2.74893], [-5.90527, -3.81003, -1.29645], [-6.11490, -2.37749, -0.30784], [-4.78607, -4.43518, 0.61821], [-3.43570, -3.78793, -0.30242], [-5.07073, -2.20033, 1.72717], [-3.60599, -3.08407, 2.14560], [-2.24126, -1.67060, 0.74166], [-3.20505, -0.68072, 1.84564], [-1.34763, 0.02528, -0.56429], [-1.65898, 1.55400, -1.40113]], "atomic_forces_ev_per_a": [[0.13, 0.32, -0.33], [-0.46, -0.26, 0.41], [0.22, -0.35, 0.21], [0.10, -0.05, -0.21], [0.02, 0.21, 0.18], [-0.09, -0.15, 0.05], [0.07, -0.04, 0.04], [0.03, 0.05, -0.05], [0.00, -0.01, 0.01], [0.02, -0.01, 0.03], [0.14, 0.14, -0.21], [-0.07, -0.15, 0.19], [0.17, 0.15, -0.27], [0.07, 0.05, -0.01], [-0.12, 0.07, 0.18], [0.12, 0.33, -0.14], [-0.45, 0.07, 0.17], [-0.07, -0.12, 0.03], [0.04, -0.07, 0.00], [-0.21, 0.02, -0.04], [0.04, -0.02, 0.08], [0.14, -0.12, -0.16], [-0.30, 0.04, 0.17], [0.32, -0.10, -0.11], [-0.34, 0.06, 0.09], [0.25, 0.11, 0.08], [-0.12, 0.16, -0.01], [0.03, -0.12, 0.10], [0.01, 0.06, -0.08], [-0.02, -0.03, 0.00], [-0.06, 0.03, -0.08], [-0.09, 0.06, -0.08], [0.04, 0.05, -0.08], [0.10, -0.01, -0.01], [0.02, -0.06, 0.07], [0.01, -0.03, -0.08], [-0.05, -0.06, 0.09], [0.01, 0.02, -0.01], [0.01, 0.03, -0.02], [-0.03, -0.10, -0.10], [0.13, -0.04, -0.01], [0.08, 0.02, -0.02], [0.07, -0.02, 0.01], [0.02, 0.00, -0.09], [-0.07, 0.01, -0.05], [-0.08, 0.05, 0.04], [-0.09, -0.02, 0.02], [0.08, -0.04, -0.04], [0.11, -0.11, -0.02], [-0.05, -0.01, 0.06], [-0.07, 0.03, 0.05], [0.09, 0.03, -0.01], [0.05, 0.02, 0.00], [-0.02, 0.02, -0.05], [0.09, -0.11, 0.02]], "mulliken_charge": [-0.682, -0.020, -0.116, -0.790, -0.812, 0.117, -0.289, -0.722, -0.364, -0.598, 0.467, -0.217, 1.050, -0.840, -1.061, 0.825, -0.695, 0.361, -0.308, -0.765, -1.002, -0.622, -0.734, -0.956, -0.511, -1.179, 0.286, 0.316, 0.444, 0.355, 0.431, 0.385, 0.378, 0.372, 0.414, 0.243, 0.314, 0.354, 0.371, 0.379, 0.563, 0.345, 0.473, 0.339, 0.388, 0.371, 0.327, 0.348, 0.353, 0.374, 0.415, 0.242, 0.342, 0.445, 0.096]}

=====

[2]
{"formula": "C21H29CoN8S2", "method": "ωB97M-V/def2-TZVPD", "total_charge": 2, "homo_ev": [-13.95, -14.03], "s_squared": 6.05, "homo_lumo_gap_ev": [6.71, 5.49], "spin_multiplicity": 5, "lumo_energy_ev": [-7.2328, -8.5376], "molar_mass_da": 516.59, "species": ["Co", "S", "C", "N", "N", "C", "C", "C", "C", "C", "C", "N", "N", "C", "C", "C", "C", "C", "C", "H", "H", "H", "H", "H", "H", "H", "H", "H", "H", "H", "C", "S", "C", "H", "H", "H", "H", "H", "H", "C", "N", "C", "N", "C", "N", "C", "N", "C", "C", "H", "H", "H", "H", "H", "H", "H", "H", "H", "H", "H", "H"], "xyz": [[6.28881, 4.83654, 10.18109], [5.74787, 4.52802, 12.33972], [5.75774, 6.22977, 12.66039], [5.43033, 6.62219, 13.83142], [5.48456, 7.95825, 14.05623], [5.13313, 8.46382, 15.27507], [5.35926, 9.85740, 15.40773], [4.87598, 10.47166, 16.53999], [4.26090, 9.75141, 17.52113], [4.16587, 8.37457, 17.46729], [4.64130, 7.68406, 16.35973], [6.16488, 7.26175, 11.71059], [6.16203, 6.93994, 10.54459], [6.51532, 7.97668, 9.67657], [6.03409, 7.92186, 8.39047], [6.20061, 9.03642, 7.55345], [6.84804, 10.21033, 7.97362], [7.43565, 10.19062, 9.28750], [7.25241, 9.07775, 10.09464], [5.83058, 8.50792, 13.25603], [6.01190, 10.30012, 14.64335], [5.00970, 11.52583, 16.73391], [3.69783, 10.17303, 18.38358], [3.64665, 7.86214, 18.29562], [4.56663, 6.59659, 16.18716], [5.41744, 7.06711, 8.03188], [5.66038, 9.05312, 6.61719], [6.90708, 11.11498, 7.33731], [8.04912, 11.00253, 9.67302], [7.76283, 9.02992, 11.07211], [3.86260, 3.74770, 7.89196], [5.59997, 3.45690, 8.19232], [6.26354, 3.89567, 6.57259], [3.74603, 4.84061, 7.50044], [3.40349, 3.66982, 8.83747], [3.52102, 2.99069, 7.21412], [6.16974, 3.06680, 5.83726], [7.39329, 4.00036, 6.69558], [5.83328, 4.76840, 6.13270], [8.89995, 3.19818, 9.67526], [10.33281, 3.17359, 9.49911], [10.71789, 4.12923, 8.46757], [10.27623, 5.47537, 8.82740], [8.83534, 5.48060, 9.06760], [8.41126, 4.54206, 10.14247], [9.26551, 4.91672, 11.35423], [10.67246, 4.88594, 11.12740], [11.02266, 3.53363, 10.72309], [10.93846, 5.85626, 10.04479], [8.48690, 2.42858, 10.41216], [8.30016, 2.93258, 8.77871], [10.24344, 3.86837, 7.46791], [11.84821, 4.12851, 8.24077], [8.40625, 5.22174, 8.09077], [8.51057, 6.44509, 9.34207], [8.92612, 4.22618, 12.12684], [8.88522, 5.87240, 11.64026], [10.82967, 2.80601, 11.52067], [12.10353, 3.49860, 10.49679], [12.02852, 5.99347, 9.86017], [10.47722, 6.81719, 10.36431]], "atomic_forces_ev_per_a": [[0.91, -0.40, -0.66], [-0.24, 0.28, -0.02], [0.49, -0.50, -1.08], [-0.29, 1.13, 1.05], [-0.03, -1.18, 0.42], [0.70, 0.29, -0.44], [0.19, -0.20, 0.22], [1.03, 1.44, -0.80], [-1.83, -0.48, 1.77], [-0.11, -1.76, -0.29], [-0.52, -0.35, -0.50], [-0.86, -0.33, 2.90], [0.52, -0.89, -1.54], [0.00, 0.39, -0.82], [-0.65, 0.04, -1.21], [-0.40, 0.64, 0.23], [0.41, -0.55, 1.26], [-0.43, -0.42, -1.09], [0.92, 0.63, 0.79], [-0.23, 0.26, 0.71], [-0.68, 0.37, 0.42], [0.09, 0.14, -0.38], [0.95, 0.31, -0.79], [0.53, 0.10, -0.63], [-0.08, 0.73, 0.45], [0.56, 0.65, 0.38], [0.26, -0.13, -0.21], [-0.02, -0.82, 0.44], [-0.25, -0.04, -0.27], [-0.44, 0.16, -0.54], [0.59, 2.44, -0.99], [0.35, 0.28, 0.11], [2.39, -1.15, -0.25], [-0.06, -2.14, 0.51], [-0.87, -0.17, 0.99], [-0.40, -0.13, -0.40], [-0.31, 0.30, 0.75], [-1.51, 0.12, -0.18], [-0.27, 0.74, 0.06], [-1.64, -1.37, 0.92], [-0.48, -0.63, -0.59], [0.47, -0.14, -2.19], [-0.25, 0.08, -0.11], [1.04, -0.93, -1.23], [0.54, 0.01, -1.01], [-1.50, -0.91, 0.41], [-0.48, 0.47, 0.08], [1.19, -0.27, -0.12], [0.57, 0.87, 0.63], [1.17, 0.89, -0.52], [0.90, 0.31, -0.02], [0.36, 0.07, 1.22], [-1.69, -0.05, 0.78], [-0.43, -0.12, 0.37], [-0.14, 1.34, 0.23], [0.41, -0.14, 0.13], [0.18, 1.02, 0.30], [-0.16, 0.27, -0.12], [-0.42, 0.02, 0.23], [-0.76, -0.22, 0.29], [0.66, -0.37, -0.06]], "lowdin_spin": [2.699, 0.192, 0.105, -0.015, 0.291, 0.081, 0.121, 0.005, 0.170, 0.003, 0.115, -0.008, 0.058, 0.006, 0.008, -0.001, 0.010, 0.000, 0.007, 0.004, 0.003, -0.002, 0.006, -0.002, 0.004, 0.000, 0.000, 0.000, 0.000, 0.000, 0.005, 0.033, 0.007, 0.000, 0.001, 0.001, 0.001, 0.000, 0.000, 0.004, 0.003, 0.000, 0.005, 0.006, 0.060, 0.004, 0.003, 0.000, 0.000, 0.001, 0.000, 0.000, 0.000, 0.002, 0.001, 0.001, 0.000, 0.000, 0.000, 0.000, 0.000]}

=====

[3]
{"formula": "C21H29N3O2", "method": "ωB97M-V/def2-TZVPD", "homo_ev": -4.39, "homo_lumo_gap_ev": 3.59, "lumo_energy_ev": -0.7939, "molar_mass_da": 355.48, "species": ["C", "C", "C", "C", "C", "O", "O", "C", "H", "H", "H", "H", "H", "H", "H", "H", "C", "C", "C", "N", "N", "N", "C", "C", "C", "C", "C", "C", "C", "C", "C", "C", "C", "C", "H", "H", "H", "H", "H", "H", "H", "H", "H", "H", "H", "H", "H", "H", "H", "H", "H", "H", "H", "H", "H"], "xyz": [[5.38028, 1.36991, 2.23189], [3.85721, 1.34115, 1.88078], [3.51524, 0.46474, 0.72571], [2.10727, -0.21170, 0.36987], [4.54979, 0.42491, -0.34253], [4.30500, -0.06117, -1.44408], [5.81363, 0.94361, -0.16196], [6.15903, 1.78539, 0.99230], [5.61636, 2.08664, 3.04317], [5.75152, 0.38152, 2.56405], [3.30834, 1.08015, 2.81143], [3.61331, 2.40287, 1.67772], [2.12520, -0.12190, -0.77425], [2.10091, -1.26397, 0.76501], [5.97201, 2.83766, 0.71446], [7.25519, 1.66765, 1.11480], [-0.01232, -2.71326, 2.46609], [-1.02611, -1.59916, 2.48440], [-2.40754, -2.02857, 2.91390], [-1.20453, -1.13027, 1.09627], [-2.48449, -1.22840, 0.67754], [-2.55061, -0.53260, -0.45902], [-3.67347, -0.88817, -1.38495], [-5.02281, -0.79446, -0.68014], [-3.37841, -2.29468, -1.86702], [-1.30050, 0.02704, -0.73380], [-1.21162, 1.03282, -1.78382], [-0.29453, 0.80048, -2.82889], [-0.26427, 1.64863, -3.94677], [-1.08286, 2.79154, -4.01275], [-1.97274, 3.05306, -2.94496], [-2.05999, 2.18338, -1.84272], [-0.44252, -0.32168, 0.27736], [0.84890, 0.41381, 0.78925], [0.08230, -3.17438, 3.45667], [-0.33461, -3.46495, 1.73531], [0.97138, -2.34873, 2.16232], [-0.67703, -0.77856, 3.13110], [-2.35913, -2.51454, 3.88813], [-3.08262, -1.16857, 2.98857], [-2.85629, -2.70710, 2.17877], [-3.64173, -0.16224, -2.20148], [-5.78832, -1.25989, -1.32105], [-5.03402, -1.32410, 0.28046], [-5.32165, 0.24322, -0.50203], [-4.18373, -2.64508, -2.51721], [-2.42804, -2.30855, -2.40962], [-3.29794, -2.97638, -1.00798], [0.31229, -0.10769, -2.75439], [0.42590, 1.41819, -4.76241], [-1.02183, 3.47873, -4.88074], [-2.58351, 3.96294, -2.99229], [-2.78575, 2.38844, -1.03933], [0.92230, 1.37414, 0.29583], [0.79215, 0.52813, 1.88300]], "atomic_forces_ev_per_a": [[-0.08, -0.20, -0.19], [-0.01, 0.39, 1.15], [1.25, -0.33, -1.85], [3.72, -0.63, -1.13], [-3.59, -0.06, 1.86], [0.65, -0.36, -0.81], [0.68, 0.70, 0.76], [-0.27, -0.81, -0.83], [-0.30, -0.21, -0.30], [-0.35, 0.29, -0.21], [0.11, 0.05, -0.26], [-0.13, 0.06, 0.27], [0.10, -1.01, 1.43], [0.10, 0.37, -0.87], [-0.11, -0.31, 0.13], [-0.60, 0.00, -0.04], [0.33, -0.46, 0.03], [0.10, -0.12, 0.11], [-0.53, -0.43, 0.86], [-2.20, 1.40, -0.90], [1.55, 0.79, -1.90], [1.93, -0.95, 1.52], [-0.12, 0.20, 0.38], [-0.28, 0.04, 0.09], [0.15, -0.28, -0.12], [-1.70, 0.49, 0.04], [0.25, 1.01, -1.52], [-0.72, 0.19, 0.07], [0.06, 0.25, 0.14], [0.01, -0.42, 0.53], [0.36, -0.21, -0.15], [0.42, -0.48, -0.30], [0.38, 0.97, 1.75], [-1.39, 0.03, -0.11], [-0.08, 0.11, -0.24], [0.12, -0.03, 0.24], [-0.08, -0.03, 0.03], [-0.07, -0.02, -0.52], [0.09, 0.01, 0.01], [0.15, -0.19, 0.09], [0.23, -0.07, 0.58], [0.19, -0.11, 0.12], [0.30, 0.21, 0.18], [0.13, 0.06, -0.26], [0.11, -0.13, -0.01], [0.17, 0.05, -0.01], [-0.16, -0.13, -0.02], [-0.10, 0.18, -0.27], [0.01, 0.48, -0.25], [-0.23, 0.13, 0.29], [-0.09, -0.59, 0.72], [0.17, -0.50, 0.15], [0.47, -0.13, -0.39], [-0.80, 0.63, 0.20], [-0.30, 0.08, -0.28]], "mulliken_charge": [-0.676, -0.417, -0.165, -0.228, 0.306, -0.766, -0.373, -0.489, 0.351, 0.307, 0.235, 0.207, 0.003, -0.072, 0.236, 0.305, -1.228, 0.544, -1.484, 0.887, -0.953, 0.615, 0.422, -1.326, -1.292, -0.453, 0.365, -0.310, -0.728, -0.372, -0.628, -0.212, 0.560, -0.315, 0.420, 0.340, 0.238, 0.180, 0.476, 0.360, 0.305, 0.202, 0.414, 0.303, 0.327, 0.439, 0.337, 0.296, 0.391, 0.387, 0.366, 0.376, 0.401, 0.388, 0.203]}